Record 1
Computed, not measured: 2 unconnected molecules or ions with the total composition C2H7NO in a non-equilibrium geometry, with wB97M-V/def2-TZVPD.

Geometry as XYZ:
```
11
C2H7NO, DFT wB97M-V/def2-TZVPD
C 0.545 -1.174 -1.221
C -0.751 -1.063 -1.017
O -1.353 -0.603 0.129
H 0.866 -1.430 -2.222
H 1.258 -1.079 -0.412
H -1.440 -1.203 -1.843
H -1.156 -1.255 0.813
N 0.559 1.984 1.510
H 1.101 1.172 1.704
H 0.666 2.402 0.607
H -0.296 2.249 1.951
```

Properties
2S+1: 1
E_HOMO (eV): -9.186
SMILES: C=CO.N
Orbital gap (eV): 10.1

Löwdin atomic charge list, values in e, 5 entries: number 1, C, carries 0.007; number 2, C, carries -0.297; number 3, O, carries -0.034; number 4, H, carries 0.053; number 5, H, carries 0.056

***

Record 2
Computed, not measured: a gas-phase ion, C3H6N2S (charge +2) in a non-equilibrium geometry, with wB97M-V/def2-TZVPD.

Geometry as XYZ:
```
12
C3H6N2S, DFT wB97M-V/def2-TZVPD
C 1.538 0.868 -1.352
C 0.285 -0.838 0.425
C -1.757 1.040 0.130
N 1.027 0.191 -0.591
N 1.074 -1.817 0.752
S -1.274 -0.508 0.917
H 2.030 1.513 -2.067
H -1.863 0.913 -0.946
H -1.080 1.850 0.387
H -2.744 1.274 0.543
H 2.021 -1.950 0.404
H 0.744 -2.535 1.398
```

Properties
2S+1: 1
Net charge: +2
E_HOMO (eV): -19.896
Orbital gap (eV): 9.3

Löwdin atomic charge list, values in e, 5 entries: number 1, C, carries 0.364; number 2, C, carries -0.482; number 3, C, carries -0.277; number 4, N, carries 0.236; number 5, N, carries 0.225

***

Record 3
Computed, not measured: a single C21H28N4O3 molecule, with wB97M-V/def2-TZVPD.

Geometry as XYZ:
```
56
C21H28N4O3, DFT wB97M-V/def2-TZVPD
C -0.149 -1.712 6.095
O 1.041 -1.833 5.354
C 0.989 -1.615 4.009
C -0.166 -1.301 3.302
C -0.096 -1.095 1.931
C -1.339 -0.735 1.166
N -1.868 0.578 1.532
C -0.905 1.662 1.691
C -0.811 2.608 0.479
C -1.066 1.798 -0.785
N -0.812 2.581 -1.972
N -0.953 3.902 -1.956
C -0.744 4.322 -3.188
C -0.464 3.250 -4.040
C -0.513 2.140 -3.216
N -0.366 0.799 -3.593
C 0.424 -0.151 -3.011
O 1.043 0.031 -1.980
C 0.430 -1.452 -3.733
C 1.705 -2.259 -3.682
C 0.525 -2.704 -2.895
C -2.519 1.294 -0.776
C -2.957 0.982 0.675
C 1.112 -1.204 1.259
C 2.269 -1.523 1.963
O 3.502 -1.649 1.399
C 3.614 -1.498 0.003
C 2.201 -1.730 3.335
H 0.128 -1.909 7.130
H -0.571 -0.705 6.018
H -0.898 -2.444 5.776
H -1.121 -1.197 3.788
H -2.133 -1.454 1.406
H -1.126 -0.826 0.091
H 0.072 1.226 1.899
H -1.207 2.241 2.572
H 0.178 3.063 0.438
H -1.545 3.411 0.542
H -0.362 0.963 -0.797
H -0.797 5.366 -3.421
H -0.252 3.273 -5.089
H -0.706 0.605 -4.524
H -0.161 -1.495 -4.639
H 2.531 -1.817 -3.146
H 1.986 -2.810 -4.566
H 0.551 -2.572 -1.824
H -0.030 -3.569 -3.223
H -3.167 2.070 -1.188
H -2.613 0.408 -1.407
H -3.715 0.194 0.674
H -3.401 1.874 1.123
H 1.144 -1.013 0.198
H 4.675 -1.598 -0.219
H 3.261 -0.519 -0.333
H 3.058 -2.280 -0.525
H 3.094 -1.975 3.884
```

Properties
2S+1: 1
E_HOMO (eV): -8.072
SMILES: COc1cc(CN2CCC(n3nccc3NC(=O)C3CC3)CC2)cc(OC)c1
Orbital gap (eV): 8.6

Löwdin atomic charge list, values in e, 5 entries: number 1, C, carries -0.093; number 2, O, carries -0.081; number 3, C, carries -0.260; number 4, C, carries 0.017; number 5, C, carries -0.219

***

Record 4
Computed, not measured: a molecular structure, CH6N4O in a non-equilibrium geometry, with wB97M-V/def2-TZVPD.

Geometry as XYZ:
```
12
CH6N4O, DFT wB97M-V/def2-TZVPD
C 7.784 0.512 0.417
N -9.772 -0.280 0.365
N 8.671 -0.415 0.735
N -10.083 -0.365 -0.767
N 8.465 -0.922 -0.600
O 7.579 0.139 -0.834
H 7.173 1.145 1.051
H -10.024 -0.851 1.188
H 9.461 -0.438 1.397
H -10.784 -1.145 -1.614
H -9.482 0.172 -1.373
H 9.218 -1.077 -1.224
```

Properties
2S+1: 3
Net charge: +2
E_HOMO (spin up / spin down) (eV): -16.098 / -17.910
Orbital gap (spin up / spin down) (eV): 9.6 / 7.3

Löwdin atomic charge list, values in e, 5 entries: number 1, C, carries -0.018; number 2, N, carries 0.230; number 3, N, carries 0.190; number 4, N, carries 0.024; number 5, N, carries 0.127

***

Record 5
Computed, not measured: 10 unconnected molecules or ions with the total composition C60H51F9N9O18P, with wB97M-V/def2-TZVPD.

Geometry as XYZ:
```
148
C60H51F9N9O18P, DFT wB97M-V/def2-TZVPD
F 4.778 5.418 5.282
C 4.264 5.636 4.084
F 5.237 5.995 3.260
F 3.392 6.645 4.173
C 3.568 4.341 3.577
F 2.764 3.888 4.552
F 4.545 3.443 3.385
C 2.740 4.457 2.249
F 3.265 5.459 1.509
F 2.920 3.310 1.578
C 1.201 4.687 2.358
F 0.669 3.478 2.682
F 0.825 4.934 1.065
C 0.673 5.786 3.253
C -0.859 5.846 3.236
P -1.824 4.873 4.472
H 1.041 5.641 4.276
H 1.102 6.724 2.870
H -1.170 6.886 3.414
H -1.245 5.557 2.248
H -0.911 4.980 5.545
H -1.382 3.587 4.101
O 4.198 -2.992 -0.395
N 3.875 -1.968 0.176
O 2.774 -1.758 0.649
C 4.891 -0.904 0.306
C 6.141 -1.107 -0.252
C 7.083 -0.098 -0.132
C 6.772 1.080 0.535
C 5.511 1.255 1.089
C 4.554 0.257 0.975
H 6.359 -2.032 -0.765
H 8.067 -0.233 -0.564
H 7.520 1.857 0.626
H 5.258 2.168 1.606
H 3.566 0.372 1.394
O -3.580 5.182 0.843
N -4.326 4.221 0.911
O -5.539 4.286 0.889
C -3.711 2.884 1.033
C -2.332 2.798 1.063
C -1.748 1.550 1.209
C -2.548 0.419 1.305
C -3.933 0.528 1.262
C -4.529 1.773 1.128
H -1.734 3.693 0.980
H -0.670 1.465 1.247
H -2.089 -0.555 1.417
H -4.548 -0.359 1.335
H -5.603 1.887 1.101
O 10.275 1.532 0.625
N 10.295 0.503 1.277
O 9.551 0.264 2.207
C 11.275 -0.532 0.896
C 12.144 -0.271 -0.147
C 13.060 -1.251 -0.498
C 13.090 -2.457 0.189
C 12.204 -2.694 1.232
C 11.283 -1.725 1.597
H 12.098 0.675 -0.665
H 13.751 -1.069 -1.311
H 13.808 -3.217 -0.090
H 12.228 -3.635 1.765
H 10.582 -1.881 2.404
O -4.615 -3.122 2.906
N -4.590 -3.247 1.697
O -5.239 -2.562 0.924
C -3.716 -4.287 1.126
C -2.995 -5.094 1.988
C -2.192 -6.082 1.442
C -2.116 -6.243 0.064
C -2.846 -5.413 -0.778
C -3.658 -4.421 -0.250
H -3.075 -4.951 3.055
H -1.631 -6.737 2.096
H -1.507 -7.031 -0.357
H -2.796 -5.550 -1.850
H -4.241 -3.769 -0.882
O -4.121 -9.424 -2.299
N -3.699 -9.454 -1.159
O -2.558 -9.171 -0.841
C -4.643 -9.770 -0.074
C -5.973 -9.966 -0.395
C -6.874 -10.174 0.636
C -6.427 -10.225 1.949
C -5.080 -10.067 2.244
C -4.172 -9.818 1.227
H -6.294 -9.918 -1.424
H -7.926 -10.278 0.405
H -7.142 -10.374 2.748
H -4.737 -10.105 3.269
H -3.123 -9.659 1.429
O -8.516 -9.830 -1.878
N -8.411 -8.620 -1.979
O -9.032 -7.818 -1.312
C -7.427 -8.095 -2.943
C -6.692 -8.990 -3.698
C -5.756 -8.485 -4.587
C -5.573 -7.114 -4.702
C -6.322 -6.236 -3.928
C -7.261 -6.725 -3.034
H -6.849 -10.052 -3.582
H -5.166 -9.166 -5.185
H -4.839 -6.726 -5.397
H -6.172 -5.168 -4.017
H -7.852 -6.070 -2.411
O 4.349 7.462 -6.022
N 4.766 7.394 -4.883
O 5.811 7.893 -4.502
C 3.944 6.685 -3.886
C 2.764 6.093 -4.301
C 1.990 5.442 -3.354
C 2.397 5.399 -2.026
C 3.583 6.007 -1.636
C 4.374 6.654 -2.572
H 2.466 6.148 -5.338
H 1.063 4.971 -3.653
H 1.784 4.891 -1.290
H 3.897 5.976 -0.603
H 5.301 7.134 -2.296
O -7.227 -7.114 2.190
N -7.194 -6.316 1.275
O -6.689 -6.542 0.192
C -7.782 -4.981 1.495
C -8.343 -4.697 2.726
C -8.882 -3.436 2.927
C -8.851 -2.493 1.909
C -8.282 -2.804 0.681
C -7.739 -4.060 0.464
H -8.352 -5.449 3.501
H -9.324 -3.191 3.884
H -9.270 -1.509 2.074
H -8.256 -2.066 -0.109
H -7.281 -4.327 -0.477
O 1.604 12.668 -1.253
N 2.525 11.899 -1.450
O 3.006 11.166 -0.606
C 3.097 11.846 -2.811
C 2.578 12.682 -3.783
C 3.120 12.622 -5.058
C 4.156 11.740 -5.336
C 4.663 10.914 -4.340
C 4.131 10.963 -3.062
H 1.769 13.355 -3.540
H 2.727 13.263 -5.835
H 4.570 11.691 -6.335
H 5.469 10.224 -4.558
H 4.503 10.329 -2.270
```

Properties
2S+1: 1
E_HOMO (eV): -9.615
SMILES: FC(F)(F)C(F)(F)C(F)(F)C(F)(F)CCP.O=[N+]([O-])c1ccccc1.O=[N+]([O-])c1ccccc1.O=[N+]([O-])c1ccccc1.O=[N+]([O-])c1ccccc1.O=[N+]([O-])c1ccccc1.O=[N+]([O-])c1ccccc1.O=[N+]([O-])c1ccccc1.O=[N+]([O-])c1ccccc1.O=[N+]([O-])c1ccccc1
Orbital gap (eV): 8.9

Löwdin atomic charge list, values in e, 5 entries: number 1, F, carries 0.202; number 2, C, carries -0.562; number 3, F, carries 0.194; number 4, F, carries 0.178; number 5, C, carries -0.338

***

Record 6
Computed, not measured: 2 unconnected molecules or ions with the total composition C3H9O3 in a non-equilibrium geometry, with wB97M-V/def2-TZVPD.

Geometry as XYZ:
```
15
C3H9O3, DFT wB97M-V/def2-TZVPD
C -0.647 0.859 -0.167
O -1.303 -0.053 0.630
C 0.858 1.106 0.051
C 1.481 -0.232 0.252
O 2.805 -0.306 -0.322
H -0.907 1.952 -0.397
H -0.662 0.428 -1.239
H 1.471 1.590 -0.750
H 0.814 1.933 0.863
H 0.712 -1.000 -0.290
H 1.425 -0.570 1.276
H 3.324 -1.148 -0.410
H -3.732 -1.937 0.579
H -2.383 -1.056 0.169
O -3.256 -1.565 -0.246
```

Properties
2S+1: 1
Net charge: -1
E_HOMO (eV): -3.343
Orbital gap (eV): 6.9

Löwdin atomic charge list, values in e, 5 entries: number 1, C, carries -0.502; number 2, O, carries -0.324; number 3, C, carries -0.252; number 4, C, carries -0.302; number 5, O, carries -0.136

***

> What is the formula in the second record?

C3H6N2S